(1)
Here is one molecule with the formula C19H23N3O4 from the OMol25 dataset. Energies are from ωB97M-V with the def2-TZVPD basis set.

For the largest force on an atom, the calculation gives 0.74 eV/Å. As for the SMILES: CCOCCCNC(=O)[C@@H](NC(=O)c1ccc(=O)[nH]c1)c1ccccc1. As for the gap between HOMO and LUMO: 9.108 eV. For the total energy, the calculation gives -32737.9488 eV. The HOMO energy is -8.758 eV. The energy above the lowest of the compared OMol25 structures with the same formula, charge and spin is 42.6 kcal/mol.

The geometry in ORCA input format:
```
! RIJCOSX wB97M-V def2-TZVPD def2/J DEFGRID3
* xyz 0 1
C -2.518 2.008 1.245
H -2.964 2.427 2.142
H -2.863 2.563 0.377
H -1.437 2.091 1.329
C -2.894 0.541 1.116
H -3.989 0.416 1.086
O -2.357 -0.150 2.218
C -2.261 -1.542 2.044
C -1.424 -2.113 3.188
C -0.057 -1.431 3.279
N 0.683 -1.555 2.043
C 1.003 -0.492 1.283
O 0.886 0.663 1.631
C 1.534 -0.840 -0.124
N 0.788 -0.015 -1.053
C -0.418 -0.428 -1.506
O -0.806 -1.578 -1.371
C -1.224 0.584 -2.236
C -2.219 0.125 -3.055
N -3.007 0.969 -3.738
C -2.918 2.365 -3.679
O -3.680 3.041 -4.341
C -1.885 2.838 -2.788
C -1.078 1.993 -2.105
H -0.340 2.401 -1.430
H -1.796 3.909 -2.691
H -3.733 0.609 -4.347
H -2.386 -0.936 -3.170
H 0.993 0.971 -0.998
C 3.020 -0.604 -0.227
C 3.846 -0.898 0.851
C 5.211 -0.694 0.763
C 5.767 -0.195 -0.403
C 4.951 0.093 -1.482
C 3.585 -0.111 -1.396
H 2.954 0.105 -2.246
H 5.378 0.477 -2.397
H 6.833 -0.034 -0.470
H 5.842 -0.922 1.609
H 3.418 -1.283 1.765
H 1.297 -1.882 -0.374
H 0.732 -2.478 1.639
H -0.194 -0.362 3.454
H 0.522 -1.866 4.100
H -1.305 -3.188 3.035
H -1.948 -1.950 4.130
H -1.793 -1.769 1.073
H -3.262 -2.003 2.045
H -2.486 0.127 0.181
*
```


(2)
Here is one molecule with the formula C19H23N3O4S from the OMol25 dataset. Energies are from ωB97M-V with the def2-TZVPD basis set.

For the largest force on an atom, the calculation gives 1.03 eV/Å. As for the SMILES: Cc1ccc(-c2nc(N)sc2CC(=O)OCC(=O)NC[C@@H]2CCCO2)cc1. As for the gap between HOMO and LUMO: 8.640 eV. For the total energy, the calculation gives -43573.4319 eV. The HOMO energy is -7.987 eV. The energy above the lowest of the compared OMol25 structures with the same formula, charge and spin is 20.6 kcal/mol.

The geometry in ORCA input format:
```
! RIJCOSX wB97M-V def2-TZVPD def2/J DEFGRID3
* xyz 0 1
C 6.755 0.719 -0.802
C 5.366 0.258 -0.484
C 4.347 1.165 -0.230
C 3.069 0.737 0.080
C 2.785 -0.624 0.149
C 3.798 -1.539 -0.129
C 5.070 -1.101 -0.436
H 5.849 -1.821 -0.644
H 3.572 -2.594 -0.099
C 1.447 -1.120 0.470
C 0.629 -0.680 1.470
S -0.877 -1.579 1.459
C -0.252 -2.476 0.071
N 0.936 -2.143 -0.283
N -1.006 -3.454 -0.482
H -2.005 -3.300 -0.437
H -0.658 -3.807 -1.361
C 0.783 0.437 2.452
C -0.279 1.455 2.082
O -1.296 1.655 2.688
O 0.026 2.042 0.914
C -0.952 2.876 0.312
H -0.446 3.768 -0.063
C -1.678 2.205 -0.860
O -2.197 2.874 -1.729
N -1.694 0.863 -0.832
H -1.300 0.358 -0.053
C -2.325 0.075 -1.860
H -2.542 0.747 -2.693
H -1.632 -0.706 -2.189
C -3.635 -0.581 -1.393
C -4.591 0.412 -0.708
H -5.611 0.254 -1.061
C -4.481 0.042 0.771
H -3.640 0.549 1.243
C -4.205 -1.454 0.678
H -5.138 -2.012 0.513
H -3.691 -1.863 1.549
O -3.353 -1.610 -0.445
H -5.386 0.262 1.332
H -4.309 1.442 -0.913
H -4.104 -1.041 -2.275
H -1.699 3.170 1.061
H 0.594 0.093 3.470
H 1.781 0.866 2.377
H 2.283 1.460 0.233
H 4.552 2.225 -0.284
H 7.163 0.161 -1.642
H 6.769 1.779 -1.044
H 7.409 0.556 0.056
*
```


(3)
Here is one molecule with the formula C19H23N3O6S from the OMol25 dataset. Energies are from ωB97M-V with the def2-TZVPD basis set.

For the largest force on an atom, the calculation gives 1.43 eV/Å. As for the SMILES: CCCCCCOC(=O)Nc1ccc(S(=O)(=O)Nc2cccc([N+](=O)[O-])c2)cc1. As for the gap between HOMO and LUMO: 8.528 eV. For the total energy, the calculation gives -47664.8815 eV. The HOMO energy is -9.038 eV. The energy above the lowest of the compared OMol25 structures with the same formula, charge and spin is 56.2 kcal/mol.

The geometry in ORCA input format:
```
! RIJCOSX wB97M-V def2-TZVPD def2/J DEFGRID3
* xyz 0 1
C -7.833 -2.027 -2.853
C -7.617 -0.984 -1.763
C -8.273 -1.407 -0.450
C -8.247 -0.321 0.627
C -6.853 0.194 0.983
C -5.939 -0.902 1.523
H -5.747 -1.657 0.756
H -6.367 -1.370 2.412
O -4.686 -0.362 1.954
C -3.773 -0.148 0.990
O -3.919 -0.415 -0.172
N -2.661 0.409 1.568
C -1.481 0.819 0.964
C -1.245 0.662 -0.403
C -0.052 1.099 -0.946
C 0.901 1.686 -0.136
C 0.682 1.851 1.218
C -0.506 1.416 1.770
H -0.690 1.540 2.827
H 1.437 2.327 1.822
S 2.430 2.277 -0.831
O 2.642 3.640 -0.451
O 2.513 1.909 -2.211
N 3.586 1.429 0.069
C 4.005 0.141 -0.184
C 5.224 -0.313 0.314
C 5.613 -1.624 0.080
C 4.820 -2.501 -0.649
C 3.612 -2.041 -1.142
C 3.200 -0.740 -0.910
H 2.264 -0.388 -1.307
H 2.981 -2.703 -1.714
H 5.158 -3.511 -0.816
N 6.875 -2.080 0.609
O 7.205 -3.222 0.375
O 7.530 -1.294 1.260
H 5.874 0.338 0.879
H 4.245 2.035 0.533
H 0.150 0.999 -2.001
H -1.999 0.207 -1.023
H -2.736 0.563 2.565
H -6.384 0.639 0.105
H -6.944 0.972 1.745
H -8.723 -0.711 1.530
H -8.840 0.529 0.283
H -9.319 -1.659 -0.646
H -7.789 -2.312 -0.078
H -8.040 -0.030 -2.086
H -6.545 -0.844 -1.616
H -7.353 -1.717 -3.779
H -8.894 -2.166 -3.047
H -7.412 -2.984 -2.554
*
```


(4)
Here is C19H23N4PdS as an isolated structure from the OMol25 dataset. Energies are from ωB97M-V with the def2-TZVPD basis set.

For the largest force on an atom, the calculation gives 0.58 eV/Å. As for the gap between HOMO and LUMO (spin up / spin down): 6.779 / 6.779 eV. For the total energy, the calculation gives -40345.3600 eV. The HOMO energy (spin up / spin down) is -10.006 / -10.005 eV.

The geometry in ORCA input format:
```
! RIJCOSX wB97M-V def2-TZVPD def2/J DEFGRID3
* xyz 1 1
Pd 0.294 -0.219 0.219
C -0.075 -0.144 -2.547
N 1.059 -0.502 -1.652
C 1.469 -1.898 -1.896
C 2.129 0.493 -1.811
C 3.082 0.344 -2.799
C 4.035 1.329 -3.001
C 3.976 2.466 -2.214
C 3.008 2.620 -1.229
C 2.064 1.616 -0.975
N 1.077 1.589 0.020
C 0.986 2.318 1.214
C 1.670 3.489 1.567
C 1.517 4.062 2.824
C 0.672 3.514 3.773
C -0.038 2.374 3.435
C 0.125 1.798 2.190
N -0.681 0.633 1.797
C -0.950 -0.328 2.884
C -1.963 1.102 1.206
H 0.255 -0.183 -3.587
H -0.407 0.864 -2.315
H -0.892 -0.851 -2.404
H 1.667 -2.076 -2.954
H 0.659 -2.556 -1.585
H 2.359 -2.118 -1.314
H 3.087 -0.542 -3.422
H 4.786 1.217 -3.771
H 4.696 3.262 -2.356
H 3.004 3.542 -0.685
H 2.325 3.983 0.881
H 2.083 4.956 3.054
H 0.550 3.967 4.747
H -0.722 1.936 4.151
H -1.650 0.083 3.614
H -0.016 -0.586 3.375
H -1.394 -1.223 2.452
H -2.532 1.652 1.958
H -2.547 0.245 0.871
H -1.750 1.760 0.368
S 3.313 -2.833 2.596
C 2.030 -3.919 2.307
C 1.050 -3.298 1.609
N 1.307 -1.979 1.306
C 2.474 -1.612 1.773
H 2.060 -4.938 2.656
H 0.123 -3.750 1.291
H 2.878 -0.616 1.650
*
```


(5)
Here is C19H23N5NaO2S as an isolated structure from the OMol25 dataset. Energies are from ωB97M-V with the def2-TZVPD basis set.

For the largest force on an atom, the calculation gives 6.05 eV/Å. As for the gap between HOMO and LUMO: 4.092 eV. For the total energy, the calculation gives -46869.1457 eV. The HOMO energy is -2.573 eV.

The geometry in ORCA input format:
```
! RIJCOSX wB97M-V def2-TZVPD def2/J DEFGRID3
* xyz -1 1
Na 0.151 -0.526 0.508
S -0.814 -1.875 4.782
C 0.225 -0.424 4.896
C 0.662 0.187 6.073
C 1.477 1.325 5.977
C 1.840 1.832 4.716
C 1.390 1.204 3.542
C 0.583 0.076 3.668
N 0.122 -0.568 2.606
C -0.658 -1.657 2.987
C -1.299 -2.552 1.978
C -2.136 -3.721 2.373
C -2.689 -4.493 1.420
C -2.467 -4.183 -0.016
C -1.713 -3.130 -0.374
C -1.111 -2.289 0.559
H 0.378 -0.209 7.039
H 1.827 1.814 6.878
H 2.469 2.711 4.650
H 1.665 1.588 2.570
H -2.304 -3.956 3.418
H -3.299 -5.345 1.700
H -2.917 -4.811 -0.778
H -1.546 -2.897 -1.417
N 0.140 -0.526 -1.557
C 1.389 0.182 -1.730
C 1.885 0.128 -3.198
C 0.938 0.731 -4.260
C 0.863 2.275 -4.258
N 0.295 2.828 -3.053
C -1.067 2.681 -2.648
N -2.022 2.030 -3.485
N -1.448 3.152 -1.509
C 2.426 -0.380 -0.751
O 3.547 -0.694 -1.116
O 2.087 -0.526 0.519
H 0.224 -1.514 -1.884
H -0.700 -0.097 -2.054
H 1.233 1.229 -1.412
H 2.033 -0.944 -3.454
H 2.872 0.633 -3.285
H -0.060 0.259 -4.202
H 1.359 0.453 -5.251
H 0.273 2.627 -5.137
H 1.897 2.659 -4.387
H 0.920 3.401 -2.459
H -1.774 1.692 -4.425
H -2.998 1.927 -3.179
H -0.780 3.631 -0.888
H -2.427 3.063 -1.199
H -0.940 0.998 0.508
*
```